12
Properties=species:S:1:pos:R:3:forces:R:3 method="wB97M-V/def2-TZVPD" s_squared=2.020 e_homo_ev="-7.94 / -9.95" e_tot_ev=-44492.0000 spin_multiplicity=3 de_lowest_kcal_mol=0.0
C -1.960947 1.280106 0.248319 -0.9502 0.8184 1.8020
C -2.990563 0.533894 -0.057381 -0.0994 -0.0154 0.1903
C 0.984122 -0.396455 -0.708341 1.6085 1.7117 -2.6575
C 0.597141 1.082124 -0.830795 1.3251 -0.2668 -0.0982
F 0.316576 1.630883 -2.022790 0.1691 -0.3723 0.4875
Cl -4.654800 0.766634 0.580851 1.0974 -0.0161 -0.3441
Cl -2.884598 -0.872221 -1.111776 -0.0005 0.6696 0.3109
Cl 1.393141 2.218601 0.276861 -0.4721 -0.5709 -0.8076
H -1.651624 2.065414 1.031762 -0.6130 -1.4075 -1.7514
H 1.876709 -0.731108 -1.450268 -1.5576 1.1104 1.7322
H 0.155522 -0.974352 -1.127225 -0.1224 -0.2816 1.0866
H 1.326992 -0.367320 0.322812 -0.3850 -1.3794 0.0493



24
Properties=species:S:1:pos:R:3:forces:R:3 method="wB97M-V/def2-TZVPD" smiles="[H]/N=C(/C)C(C)(C)N(C)C#C" e_homo_ev=-8.55 e_tot_ev=-11500.2534 de_lowest_kcal_mol=74.4
C -0.021524 -1.847295 1.542098 -0.0779 -0.4358 0.1488
C -1.796521 0.582297 0.458616 -0.2656 -0.0812 -0.1370
C 0.399406 1.123493 1.461642 0.1997 0.1369 -0.0435
C -0.274956 0.378307 0.291196 0.1228 0.4246 -0.0221
N 0.099338 -1.068485 0.311209 2.7547 -0.6597 -2.3514
H -0.268333 -1.244310 2.418059 -0.0261 0.1331 -0.2167
H 0.915736 -2.370958 1.774214 -0.2145 0.2195 -0.1407
H -0.800910 -2.605125 1.423191 0.0192 0.0315 0.0956
H -2.376733 0.325775 -0.431481 0.2142 -0.1477 0.0871
H -2.205818 -0.003867 1.286604 0.1907 0.0394 0.0067
H 0.296924 2.209815 1.359474 -0.0319 -0.1834 -0.0690
H 1.464568 0.884775 1.540996 -0.0745 -0.0030 -0.0988
H -0.065728 0.866155 2.421256 0.0382 -0.0436 -0.2754
H -2.014591 1.640469 0.659183 0.2144 -0.2319 0.0416
C -0.560509 0.432248 -2.352012 -0.0726 -0.0918 0.3357
C 0.121624 0.971775 -1.106135 1.8882 0.8513 0.0142
N 1.066783 1.845303 -1.290015 -1.6297 -1.3939 0.4252
C 1.282944 -1.443564 -0.474349 -2.8662 1.2996 1.9944
C 2.248952 -1.719324 -1.132656 -0.1892 0.0479 0.0893
H 1.540393 2.083489 -0.415994 -0.2266 -0.0212 -0.0520
H 0.182044 -0.077041 -2.974111 -0.0727 0.1896 0.1224
H -0.992099 1.258645 -2.921818 0.0748 -0.0938 0.0372
H -1.342374 -0.291598 -2.116929 0.0820 0.0760 -0.0372
H 3.101383 -1.930981 -1.732239 -0.0510 -0.0625 0.0453



14
Properties=species:S:1:pos:R:3:forces:R:3 method="wB97M-V/def2-TZVPD" charge=+1 e_homo_ev=-13.09 e_tot_ev=-10854.8602 de_lowest_kcal_mol=89.6
C -2.198615 -0.713999 -0.201426 -1.3136 -1.0107 0.6038
C 0.047886 -1.463526 -0.216753 0.4870 0.0370 0.9719
C -2.095005 0.503413 0.239675 2.2346 -1.9157 -1.2210
C 2.405939 1.007550 -0.313154 -0.1159 -2.5791 2.4277
C 1.784249 0.074153 0.426398 0.7967 0.7830 0.9493
N 0.497698 -0.329948 0.072163 -2.7176 -0.9588 -1.0190
O -1.311317 -1.723356 -0.382017 0.4123 1.2887 -0.0452
O -1.908357 1.610622 0.676697 0.1201 2.9404 0.4640
H -3.205449 -1.153054 -0.221280 0.0629 0.6228 -0.3842
H 0.493826 -2.464616 -0.238298 0.4501 0.4889 -0.2391
H 3.402406 1.357422 -0.281702 0.6050 0.3665 0.4820
H 1.777778 1.173428 -1.080639 -1.3230 1.4024 -3.2580
H 1.959472 -0.278748 1.439404 0.9742 -0.0506 -0.1977
H -1.650516 2.400660 0.080935 -0.6728 -1.4148 0.4655



19
Properties=species:S:1:pos:R:3:forces:R:3 method="wB97M-V/def2-TZVPD" s_squared=0.753 e_homo_ev="-3.19 / -7.58" e_tot_ev=-9819.6160 spin_multiplicity=2 de_lowest_kcal_mol=40.4
O 1.651973 -2.175167 2.242061 3.8294 0.1262 -0.9112
C 0.423718 -2.171752 2.287580 -3.1005 0.1695 0.9900
C -0.425304 -1.536253 1.216188 -0.5113 -0.5514 1.2176
N 0.425811 -0.833026 0.238029 1.6403 -1.9372 -0.7209
H -0.117488 -2.733843 3.071696 -0.1742 0.1609 -0.3235
H -1.088143 -2.271349 0.745260 0.0139 -0.0988 -0.9052
H -1.106930 -0.836001 1.701889 -0.1792 0.3955 -0.3143
H 0.702854 -1.490162 -0.564214 -0.6611 1.1650 1.4232
H -0.084473 0.047742 -0.099178 0.0778 -0.2813 -0.1011
H 1.328340 -0.660455 0.736980 -0.3809 -0.2859 0.0843
N 1.095336 1.831301 -1.691072 0.5780 -0.7781 1.1873
C -0.349976 1.705688 -1.775288 -0.1105 0.4583 -0.3173
N -0.982639 1.153491 -0.564900 -1.3931 0.2750 -0.1100
H 1.375881 2.531486 -0.982827 -0.3059 -0.4836 -0.6397
H 1.560398 0.932755 -1.382454 -0.7996 1.3626 -0.6965
H -0.799364 2.693510 -1.911829 0.4415 0.0567 -0.4725
H -0.621867 1.096213 -2.654598 0.1566 0.0857 0.5090
H -1.955278 0.827716 -0.756282 1.0230 0.4121 0.2345
H -1.032845 1.888099 0.142959 -0.1441 -0.2512 -0.1337



11
Properties=species:S:1:pos:R:3:forces:R:3 method="wB97M-V/def2-TZVPD" smiles="C[C@@H]1O[C@H]1P=O" e_homo_ev=-9.57 e_tot_ev=-16573.4156 de_lowest_kcal_mol=54.4
C -0.617053 -0.107831 -0.148165 -1.4131 0.4961 1.2670
C 0.516036 0.596315 0.492399 -0.5168 0.8328 -0.1297
C -0.284840 -1.445211 -0.613054 1.3647 -1.9038 2.4011
O 1.332316 2.989046 1.334767 0.0223 0.2751 0.0400
O -0.117097 0.973439 -0.819154 1.1643 0.9468 -0.9909
P 0.057949 2.281672 1.120354 0.3492 -0.6438 0.1165
H -1.703593 -0.030986 0.141933 1.2440 0.4335 0.2247
H 1.532874 0.141401 0.414940 -0.9264 0.5172 0.0643
H 0.025745 -1.569352 -1.617130 0.8479 0.1835 -0.8495
H -1.187332 -1.981203 -0.526477 -0.9503 -1.2284 0.0842
H 0.444996 -1.847289 0.219588 -1.1858 0.0909 -2.2277